# 1
{"formula": "C9H21N4O3SSm", "method": "ωB97M-V with the def2-TZVPD basis set", "e_tot_ev": -50506.201, "largest_force_ev_per_a": 2.13, "multiplicity": 6, "homo_ev": [-16.27, -16.26], "gap_ev": [9.549, 9.909], "total_charge": 2, "symbols": ["Sm", "C", "C", "N", "C", "C", "S", "C", "C", "N", "H", "H", "H", "H", "H", "H", "H", "H", "H", "H", "H", "H", "H", "H", "C", "N", "C", "N", "O", "H", "H", "H", "H", "H", "H", "O", "C", "O", "H"], "coordinates": [[-0.054, -0.110, -1.016], [-1.677, 0.877, 1.965], [-1.957, 1.977, 0.956], [-1.961, 1.473, -0.439], [-3.226, 0.815, -0.875], [-3.525, -0.566, -0.295], [-2.210, -1.851, -0.342], [-1.852, -2.138, 1.423], [-0.654, -1.381, 1.996], [-0.560, 0.017, 1.516], [-2.556, 0.257, 2.107], [-1.461, 1.323, 2.936], [-1.183, 2.742, 1.019], [-2.905, 2.464, 1.197], [-1.885, 2.291, -1.037], [-3.185, 0.748, -1.956], [-4.077, 1.448, -0.616], [-4.352, -0.983, -0.866], [-3.856, -0.521, 0.739], [-1.680, -3.208, 1.522], [-2.774, -1.928, 1.961], [0.273, -1.882, 1.718], [-0.725, -1.423, 3.085], [0.305, 0.390, 1.898], [5.501, 0.715, -0.492], [4.050, 0.754, -0.299], [3.266, -0.311, -0.289], [3.808, -1.520, -0.430], [1.995, -0.185, -0.133], [5.875, 1.733, -0.460], [5.755, 0.293, -1.465], [5.985, 0.149, 0.305], [3.594, 1.643, -0.181], [4.793, -1.648, -0.587], [3.218, -2.332, -0.453], [-1.131, -0.017, -2.937], [-0.023, -0.029, -3.575], [1.077, -0.056, -2.934], [-0.024, -0.020, -4.666]], "forces_ev_per_a": [[-0.275, 0.120, 2.109], [0.044, -0.055, -0.001], [0.005, -0.027, -0.067], [-0.061, -0.058, -0.069], [0.058, -0.057, 0.164], [0.015, -0.003, 0.034], [-0.089, -0.111, 0.015], [-0.045, 0.025, 0.015], [-0.166, 0.098, -0.005], [-0.018, -0.107, 0.167], [-0.031, -0.037, -0.005], [-0.021, 0.032, 0.060], [0.062, 0.031, -0.003], [-0.030, 0.038, 0.018], [-0.016, 0.064, -0.041], [0.016, -0.014, -0.132], [-0.068, 0.068, -0.011], [-0.031, -0.011, -0.022], [-0.024, 0.017, -0.002], [-0.003, -0.019, 0.011], [-0.004, -0.005, 0.028], [0.090, -0.037, -0.042], [0.061, -0.020, 0.053], [0.038, 0.041, 0.013], [-0.096, 0.042, 0.006], [0.168, 0.077, -0.038], [-0.191, 0.004, 0.010], [-0.026, -0.041, -0.044], [0.617, -0.162, 0.121], [0.007, 0.005, 0.015], [-0.028, -0.007, 0.011], [-0.010, 0.003, 0.010], [0.014, 0.019, 0.005], [0.010, -0.008, 0.016], [-0.007, -0.007, 0.026], [0.038, 0.092, -1.249], [0.091, -0.001, -0.069], [-0.103, 0.016, -1.005], [0.010, -0.004, -0.101]]}

# 2
{"formula": "C16H42N8O2P2", "method": "ωB97M-V with the def2-TZVPD basis set", "relative_energy_kj_mol": 0.0, "e_tot_ev": -51867.699, "smiles": "CN(C)P(=O)(N(C)C)N(C)C.CN(C)P(=O)(N(C)C)N(C)C.CC#N.CC#N", "largest_force_ev_per_a": 4.60, "homo_ev": -8.60, "gap_ev": 9.412, "symbols": ["C", "C", "N", "H", "H", "H", "C", "C", "N", "H", "H", "H", "O", "P", "N", "C", "C", "N", "C", "C", "N", "C", "C", "H", "H", "H", "H", "H", "H", "H", "H", "H", "H", "H", "H", "H", "H", "H", "H", "H", "H", "O", "P", "N", "C", "C", "N", "C", "C", "N", "C", "C", "H", "H", "H", "H", "H", "H", "H", "H", "H", "H", "H", "H", "H", "H", "H", "H", "H", "H"], "coordinates": [[-0.542, -3.728, -3.655], [-1.151, -2.423, -3.581], [-1.595, -1.419, -3.386], [-1.223, -4.549, -3.494], [0.166, -3.953, -2.861], [-0.031, -3.803, -4.619], [-0.748, -0.460, 0.450], [0.545, 0.247, 0.441], [1.621, 0.643, 0.492], [-0.734, -1.003, 1.359], [-0.654, -1.203, -0.331], [-1.679, 0.144, 0.286], [1.967, -2.494, -2.265], [3.057, -1.682, -2.821], [2.687, -0.635, -4.039], [2.430, -1.171, -5.371], [1.762, 0.433, -3.604], [4.170, -2.663, -3.552], [5.348, -1.916, -4.160], [3.795, -3.948, -4.141], [3.821, -0.679, -1.795], [4.465, 0.572, -2.119], [4.145, -1.123, -0.490], [1.505, -1.764, -5.437], [3.256, -1.805, -5.637], [2.293, -0.286, -5.933], [1.904, 1.312, -4.177], [2.057, 0.731, -2.604], [0.703, 0.172, -3.639], [6.144, -2.656, -4.377], [4.934, -1.281, -4.969], [5.712, -1.262, -3.408], [2.823, -4.301, -3.682], [3.667, -3.827, -5.193], [4.532, -4.784, -3.941], [4.625, 0.688, -3.194], [3.832, 1.415, -1.811], [5.459, 0.646, -1.701], [4.409, -2.200, -0.535], [3.299, -1.127, 0.150], [4.996, -0.590, -0.011], [-2.670, 0.070, 2.977], [-3.169, 1.394, 3.485], [-4.540, 2.109, 2.894], [-4.649, 2.321, 1.418], [-5.770, 1.696, 3.593], [-2.041, 2.612, 3.039], [-2.082, 3.979, 3.475], [-0.645, 2.108, 3.299], [-3.344, 1.254, 5.151], [-3.726, 2.353, 6.009], [-3.478, -0.070, 5.785], [-4.576, 1.334, 0.954], [-3.978, 3.033, 1.080], [-5.619, 2.731, 1.231], [-6.309, 2.600, 3.838], [-5.597, 1.156, 4.517], [-6.464, 1.058, 3.007], [-3.036, 4.464, 3.477], [-1.667, 4.061, 4.461], [-1.400, 4.594, 2.984], [-0.368, 2.214, 4.348], [-0.670, 1.012, 3.075], [0.122, 2.639, 2.665], [-2.906, 2.857, 6.542], [-4.211, 3.217, 5.398], [-4.475, 2.075, 6.742], [-3.559, -0.824, 5.010], [-4.323, 0.033, 6.497], [-2.622, -0.350, 6.406]], "forces_ev_per_a": [[0.646, -0.840, -0.296], [1.743, -3.899, 0.312], [-1.878, 4.180, 0.437], [-0.835, -0.025, -0.608], [0.421, 0.957, 0.027], [-0.071, -0.336, 0.159], [0.186, 0.732, -1.070], [-0.684, -0.141, -0.035], [0.106, 0.404, -0.080], [-0.629, -0.341, 1.090], [-0.192, -0.157, -0.440], [1.193, -0.416, 0.431], [-0.451, -0.279, 0.630], [0.218, -0.450, -0.935], [-1.016, 0.665, 0.311], [-0.693, -0.283, 1.515], [0.314, -0.576, 0.299], [1.522, -0.065, -0.201], [-1.663, -1.571, 0.240], [-0.264, -0.861, 1.637], [0.942, 1.019, -0.220], [-0.504, 0.755, -1.231], [0.881, -2.173, 1.249], [0.052, 0.064, 0.093], [0.188, 0.059, -0.653], [0.131, 0.574, -1.441], [0.200, 0.890, -1.032], [-0.431, -0.156, 0.258], [0.040, -0.281, 0.098], [-0.560, 0.618, -0.433], [1.020, -0.552, -0.080], [0.474, 0.552, 0.648], [1.052, 0.590, -0.539], [-0.127, -0.258, -1.027], [-0.484, 1.097, -0.198], [-0.284, -0.099, 0.023], [0.407, 0.028, 0.235], [0.134, -0.054, 0.507], [0.283, 0.355, 0.076], [-0.706, 0.489, 0.807], [-0.695, -0.197, -0.548], [-0.996, 1.137, 0.232], [1.869, 0.002, -0.362], [-0.360, -0.653, 0.400], [-1.275, -1.877, 1.918], [-0.808, 0.177, -0.811], [1.082, -1.566, 0.493], [-0.705, -0.365, 1.274], [-0.247, -0.714, -1.207], [0.069, 0.012, -0.030], [-0.559, 2.464, -1.291], [0.119, 0.703, 0.291], [0.168, 0.330, -0.476], [1.739, 1.009, -0.617], [-0.784, 0.121, -0.113], [-0.397, 0.223, 0.161], [0.331, 0.035, 0.002], [0.594, 0.255, -0.089], [-0.749, -0.064, -0.219], [-0.119, -0.064, 1.246], [1.084, 0.858, -1.813], [-0.026, 0.201, 0.194], [0.403, 1.052, 0.034], [-0.942, -0.536, 0.521], [0.085, -0.460, -0.057], [0.740, -1.464, 0.814], [-0.146, -0.305, 0.112], [-0.419, -0.138, 0.108], [0.063, -0.652, -0.615], [0.202, 0.263, -0.114]]}

# 3
{"formula": "C8H15FNO3", "method": "ωB97M-V with the def2-TZVPD basis set", "e_tot_ev": -18890.557, "largest_force_ev_per_a": 0.75, "homo_ev": -3.83, "gap_ev": 6.432, "total_charge": -1, "symbols": ["C", "C", "F", "C", "N", "C", "C", "O", "O", "H", "H", "H", "H", "H", "H", "H", "H", "H", "C", "C", "O", "C", "H", "H", "H", "H", "H", "H"], "coordinates": [[0.797, -2.334, 0.930], [0.494, -0.874, 1.112], [1.490, -0.117, 0.436], [-0.881, -0.411, 0.596], [-1.757, -1.498, 0.196], [-2.578, -2.058, 1.293], [-2.449, -3.598, 1.366], [-3.024, -4.203, 0.439], [-1.863, -4.051, 2.372], [1.766, -2.550, 1.384], [0.855, -2.589, -0.125], [0.052, -2.961, 1.410], [0.605, -0.616, 2.167], [-1.336, 0.234, 1.360], [-0.688, 0.227, -0.266], [-2.363, -1.159, -0.533], [-3.633, -1.849, 1.106], [-2.283, -1.604, 2.238], [1.755, 3.083, -0.459], [1.179, 2.814, -1.830], [0.222, 2.101, -2.002], [1.859, 3.510, -2.990], [1.208, 2.517, 0.289], [2.805, 2.791, -0.431], [1.684, 4.151, -0.242], [2.905, 3.206, -3.046], [1.824, 4.591, -2.850], [1.356, 3.248, -3.918]], "forces_ev_per_a": [[0.406, 0.034, -0.027], [-0.291, -0.199, 0.102], [0.088, 0.106, 0.073], [0.082, -0.121, -0.122], [-0.079, 0.441, 0.243], [0.226, -0.106, -0.436], [-0.705, 0.160, 0.211], [0.163, -0.185, -0.163], [0.391, -0.198, 0.121], [0.062, 0.003, 0.022], [-0.174, -0.026, -0.122], [-0.166, -0.047, 0.050], [0.065, 0.119, 0.041], [-0.071, 0.045, 0.096], [0.080, -0.013, -0.136], [-0.004, -0.132, -0.133], [-0.095, 0.121, 0.063], [0.069, 0.024, 0.129], [-0.187, -0.116, -0.001], [0.054, 0.074, 0.034], [-0.072, 0.020, -0.011], [-0.063, -0.099, -0.068], [0.013, -0.043, -0.018], [0.024, 0.057, 0.002], [0.090, 0.015, -0.009], [0.029, 0.062, 0.030], [0.070, 0.007, 0.028], [-0.005, -0.004, -0.001]]}